*1*
{
  "formula": "C3H11N2S",
  "method": "ωB97M-V/def2-TZVPD",
  "charge": 1,
  "species": ["C", "C", "S", "H", "H", "H", "H", "H", "H", "N", "C", "N", "H", "H", "H", "H", "H"],
  "coordinates": [[-1.70, 0.73, -1.44], [-0.90, 1.96, -1.11], [-0.80, 2.09, 0.80], [-2.48, 0.38, -0.64], [-1.06, -0.25, -1.63], [-2.35, 0.80, -2.45], [0.14, 1.89, -1.40], [-1.32, 2.78, -1.65], [-1.56, 3.21, 0.79], [2.17, -1.00, 1.66], [1.11, -1.58, 1.35], [1.17, -2.58, 0.45], [3.05, -1.34, 1.23], [2.12, -0.15, 2.26], [0.10, -1.20, 1.75], [0.49, -3.25, 0.42], [1.81, -2.50, -0.40]]
}

*2*
{
  "formula": "C3H11N2S",
  "method": "ωB97M-V/def2-TZVPD",
  "charge": 1,
  "species": ["C", "C", "C", "N", "N", "S", "H", "H", "H", "H", "H", "H", "H", "H", "H", "H", "H"],
  "coordinates": [[0.00, -0.39, -1.30], [0.71, 0.70, 0.85], [-0.29, -0.19, 0.10], [2.07, 0.57, 0.21], [-1.65, 0.48, 0.12], [-0.55, -1.65, 1.18], [-0.89, -0.82, -1.97], [0.72, -1.12, -1.34], [0.42, 0.49, -1.76], [0.41, 1.79, 0.67], [0.69, 0.38, 1.91], [2.16, -0.44, 0.10], [2.77, 0.82, 0.89], [-1.85, 1.11, 0.81], [-2.44, -0.39, 0.16], [-1.83, 0.97, -0.77], [-0.44, -2.33, 0.15]]
}

The structure with the greatest stability is *1*.

*1*
{
  "formula": "C2H5NO2S",
  "method": "ωB97M-V/def2-TZVPD",
  "species": ["C", "C", "N", "O", "O", "S", "H", "H", "H", "H", "H"],
  "coordinates": [[1.15, -0.38, 0.05], [-0.20, 0.07, -0.60], [-1.43, -0.59, -0.10], [-1.34, -1.11, 0.99], [-2.37, -0.50, -0.82], [-0.32, 1.83, 0.02], [1.46, -1.32, -0.16], [1.12, -0.21, 1.20], [1.94, 0.39, -0.22], [-0.11, 0.28, -1.62], [0.11, 1.55, 1.26]]
}

*2*
{
  "formula": "C2H5NO2S",
  "method": "ωB97M-V/def2-TZVPD",
  "species": ["C", "C", "H", "H", "H", "H", "H", "N", "O", "O", "S"],
  "coordinates": [[0.98, -1.35, -0.72], [-0.71, 0.03, 0.25], [2.03, -1.26, -0.96], [0.87, -2.10, 0.08], [0.44, -1.60, -1.64], [-1.79, 1.46, 1.26], [0.37, 2.63, 0.15], [-0.99, 1.31, 0.60], [0.53, -0.08, -0.27], [0.10, 2.13, 0.96], [-1.82, -1.16, 0.29]]
}

The structure with the greatest stability is *2*.

*1*
{
  "formula": "C2H5NO2S",
  "method": "ωB97M-V/def2-TZVPD",
  "species": ["C", "C", "N", "O", "O", "S", "H", "H", "H", "H", "H"],
  "coordinates": [[-0.86, -1.39, 0.61], [-1.51, -0.25, 0.31], [1.84, 0.68, -0.15], [1.71, -0.12, 0.73], [2.03, 2.08, 0.18], [-1.15, 0.65, -1.20], [-0.19, -1.70, -0.10], [-1.10, -2.14, 1.29], [-2.14, 0.31, 0.92], [2.59, 2.36, -0.59], [-1.21, -0.49, -2.00]]
}

*2*
{
  "formula": "C2H5NO2S",
  "method": "ωB97M-V/def2-TZVPD",
  "species": ["C", "C", "N", "O", "O", "S", "H", "H", "H", "H", "H"],
  "coordinates": [[0.23, -0.27, -0.25], [1.27, 0.46, 0.46], [-2.26, -0.58, -1.38], [-0.75, -1.33, 1.08], [-0.76, 1.31, -2.17], [-1.13, 0.36, -1.10], [1.08, 1.55, 0.87], [1.46, -0.15, 1.41], [2.21, 0.42, -0.27], [-2.69, -0.85, -2.29], [-0.88, -2.09, 0.67]]
}

The structure with the greatest stability is *1*.

*1*
{
  "formula": "C2H5NO2S",
  "method": "ωB97M-V/def2-TZVPD",
  "species": ["C", "C", "N", "O", "O", "S", "H", "H", "H", "H", "H"],
  "coordinates": [[-0.20, -0.01, -0.89], [0.40, 1.24, -0.51], [0.69, -1.43, 0.62], [-1.68, -2.10, 0.24], [-1.27, -0.06, 1.61], [-0.86, -0.98, 0.58], [0.24, -0.73, -1.51], [0.37, 1.94, -1.32], [1.37, 1.20, -0.04], [-0.23, 1.59, 0.22], [1.16, -0.66, 1.00]]
}

*2*
{
  "formula": "C2H5NO2S",
  "method": "ωB97M-V/def2-TZVPD",
  "species": ["C", "C", "N", "O", "O", "S", "H", "H", "H", "H", "H"],
  "coordinates": [[0.45, -0.09, 1.48], [0.47, 1.02, 0.37], [-0.17, -1.19, 1.27], [-2.22, -0.59, -2.24], [0.05, -0.47, -3.08], [-0.91, -1.18, -2.34], [1.05, 0.33, 2.27], [0.28, 2.00, 0.78], [-0.17, 0.87, -0.52], [1.44, 1.13, -0.04], [-0.27, -1.82, 2.04]]
}

The structure with the greatest stability is *2*.

*1*
{
  "formula": "C5H8NS",
  "method": "ωB97M-V/def2-TZVPD",
  "charge": 1,
  "species": ["C", "C", "C", "C", "C", "N", "S", "H", "H", "H", "H", "H", "H", "H", "H"],
  "coordinates": [[-2.13, -0.07, -0.33], [-0.72, -0.36, 1.02], [0.29, 0.05, 0.02], [1.38, -1.05, -0.22], [0.51, 1.37, -0.48], [-0.96, -0.47, -0.42], [-3.53, 0.25, 0.12], [-0.46, -1.39, 1.32], [-1.08, 0.29, 1.76], [1.38, -1.50, -1.21], [1.29, -1.83, 0.42], [2.38, -0.62, -0.13], [0.41, 1.41, -1.56], [1.45, 1.80, -0.21], [-0.23, 2.10, -0.12]]
}

*2*
{
  "formula": "C5H8NS",
  "method": "ωB97M-V/def2-TZVPD",
  "charge": 1,
  "species": ["C", "C", "C", "C", "C", "N", "S", "H", "H", "H", "H", "H", "H", "H", "H"],
  "coordinates": [[0.65, 0.31, 0.00], [3.07, -0.15, 0.04], [-0.26, -0.79, -0.07], [-1.67, -0.41, 0.29], [-1.77, 1.08, -0.25], [1.88, 0.23, -0.15], [-0.14, 1.89, 0.09], [3.69, -0.19, -0.80], [3.50, -0.07, 1.11], [-0.02, -1.26, -1.07], [-0.21, -1.69, 0.54], [-2.34, -1.23, -0.13], [-1.84, -0.48, 1.44], [-1.92, 1.16, -1.28], [-2.64, 1.60, 0.25]]
}

The structure with the greatest stability is *2*.

*1*
{
  "formula": "C5H11NS",
  "method": "ωB97M-V/def2-TZVPD",
  "species": ["C", "C", "C", "C", "C", "N", "S", "H", "H", "H", "H", "H", "H", "H", "H", "H", "H", "H"],
  "coordinates": [[1.20, 0.65, 0.53], [0.82, 0.70, -0.74], [-0.47, -0.31, -2.63], [-2.21, 0.41, 1.64], [0.40, -0.53, -1.41], [-2.81, 0.02, 0.40], [-4.20, -0.59, 0.33], [1.62, 1.51, 1.07], [1.05, -0.30, 1.05], [1.12, 1.50, -1.41], [-1.54, 0.07, -2.37], [-0.70, -1.15, -3.31], [-0.08, 0.38, -3.39], [-2.46, -0.18, 2.49], [-2.30, 1.51, 1.79], [-1.18, 0.25, 1.56], [1.22, -1.12, -1.77], [-0.18, -1.14, -0.66]]
}

*2*
{
  "formula": "C5H11NS",
  "method": "ωB97M-V/def2-TZVPD",
  "species": ["C", "C", "C", "C", "C", "N", "S", "H", "H", "H", "H", "H", "H", "H", "H", "H", "H", "H"],
  "coordinates": [[-2.36, -0.90, -0.93], [-2.28, -1.56, 0.37], [1.84, 1.95, -0.16], [2.02, 0.50, 0.27], [0.68, -0.31, 0.20], [-0.26, 0.47, 0.91], [-1.80, 0.12, 0.64], [-1.62, -1.10, -1.56], [-3.30, -0.67, -1.26], [-3.11, -1.83, 0.90], [-1.68, -2.48, 0.59], [1.89, 2.08, -1.18], [0.85, 2.43, 0.02], [2.48, 2.74, 0.33], [2.38, 0.63, 1.38], [2.72, -0.20, -0.23], [0.56, -0.58, -0.83], [0.99, -1.29, 0.54]]
}

The structure with the greatest stability is *1*.

*1*
{
  "formula": "C6H12ClN",
  "method": "ωB97M-V/def2-TZVPD",
  "species": ["C", "C", "C", "C", "C", "C", "H", "H", "H", "H", "H", "H", "H", "H", "H", "H", "H", "H", "N", "Cl"],
  "coordinates": [[-2.12, -0.96, -0.21], [-0.82, -0.34, -0.58], [0.71, 0.96, 0.10], [1.59, 1.41, -1.03], [0.50, -0.56, 0.24], [0.33, -0.97, 1.68], [-2.94, -0.46, -0.72], [-2.29, -1.01, 0.86], [-2.05, -1.99, -0.61], [-0.62, -0.58, -1.63], [-0.87, 1.78, -1.00], [0.93, 1.51, 1.02], [1.41, 0.85, -1.96], [1.49, 2.49, -1.26], [1.32, -1.11, -0.28], [-0.45, -0.38, 2.16], [0.05, -2.02, 1.82], [1.24, -0.82, 2.27], [-0.71, 1.07, -0.28], [3.29, 1.15, -0.59]]
}

*2*
{
  "formula": "C6H12ClN",
  "method": "ωB97M-V/def2-TZVPD",
  "species": ["C", "C", "C", "C", "C", "C", "N", "Cl", "H", "H", "H", "H", "H", "H", "H", "H", "H", "H", "H", "H"],
  "coordinates": [[-0.25, -0.38, 0.54], [0.37, 0.36, -0.66], [0.54, -1.60, 1.05], [-1.75, -0.79, 0.29], [1.84, 0.46, -0.67], [-0.42, 1.37, -1.46], [0.00, 0.81, 1.32], [-1.36, 1.83, 1.65], [1.38, -1.23, 1.87], [1.00, -2.17, 0.32], [-0.13, -2.23, 1.71], [-2.22, 0.09, -0.23], [-2.24, -0.79, 1.22], [-1.77, -1.69, -0.16], [2.29, -0.30, -1.35], [2.25, 0.34, 0.38], [2.22, 1.41, -1.17], [0.33, 2.14, -1.60], [-1.26, 1.62, -0.82], [-0.81, 0.76, -2.22]]
}

*3*
{
  "formula": "C6H12ClN",
  "method": "ωB97M-V/def2-TZVPD",
  "species": ["C", "C", "C", "C", "C", "C", "H", "H", "H", "H", "H", "H", "H", "H", "H", "H", "H", "H", "N", "Cl"],
  "coordinates": [[-0.44, 1.03, 1.37], [0.45, 0.60, 0.25], [0.99, -0.85, 0.43], [-0.24, -1.72, 0.00], [-1.18, -0.84, -0.84], [-0.39, 0.44, -1.06], [-1.34, 0.42, 1.50], [0.11, 1.02, 2.32], [-0.78, 2.05, 1.21], [1.95, 1.37, -0.85], [1.20, 2.48, 0.09], [1.25, -1.13, 1.46], [1.90, -0.97, -0.19], [-0.78, -2.18, 0.82], [0.12, -2.53, -0.63], [-2.15, -0.67, -0.40], [-1.01, 1.30, -1.30], [0.31, 0.34, -1.88], [1.57, 1.53, 0.09], [-1.53, -1.70, -2.39]]
}

The structure with the greatest stability is *3*.

*1*
{
  "formula": "C6H12ClN",
  "method": "ωB97M-V/def2-TZVPD",
  "species": ["C", "C", "C", "C", "C", "C", "N", "Cl", "H", "H", "H", "H", "H", "H", "H", "H", "H", "H", "H", "H"],
  "coordinates": [[1.42, -0.13, -0.66], [-0.55, 2.15, -0.24], [0.26, -1.52, 1.16], [-1.18, -1.05, -0.79], [-0.57, 0.91, 0.74], [-0.08, -0.41, 0.21], [1.78, -0.57, -1.76], [2.50, 0.59, 0.45], [-0.83, 2.02, -1.27], [0.60, 2.31, -0.34], [-1.01, 2.94, 0.28], [-0.70, -1.78, 1.64], [0.56, -2.47, 0.84], [0.86, -1.12, 2.07], [-1.96, -1.23, -0.08], [-1.57, -0.26, -1.56], [-0.60, -1.92, -1.19], [0.00, 1.09, 1.62], [-1.68, 0.85, 0.97], [2.74, -0.42, -2.09]]
}

*2*
{
  "formula": "C6H12ClN",
  "method": "ωB97M-V/def2-TZVPD",
  "species": ["C", "C", "C", "C", "C", "C", "H", "H", "H", "H", "H", "H", "H", "H", "H", "H", "H", "H", "N", "Cl"],
  "coordinates": [[-0.04, -0.39, 0.87], [0.15, 1.12, 1.26], [0.56, 1.87, -0.05], [0.63, 0.78, -1.09], [-0.30, -0.34, -0.64], [-0.07, -1.70, -1.22], [-1.23, -0.67, 2.54], [-1.22, -1.87, 1.47], [0.78, -1.01, 1.04], [1.02, 1.23, 1.95], [-0.77, 1.50, 1.64], [1.46, 2.37, 0.01], [-0.26, 2.52, -0.34], [0.26, 1.18, -2.07], [1.60, 0.35, -1.22], [-1.29, -0.01, -0.77], [0.91, -2.05, -1.00], [-0.80, -2.40, -0.89], [-1.30, -0.91, 1.59], [-0.09, -1.58, -3.07]]
}

The structure with the greatest stability is *2*.

*1*
{
  "formula": "C2H9NS",
  "method": "ωB97M-V/def2-TZVPD",
  "charge": 1,
  "spin_multiplicity": 2,
  "species": ["S", "H", "C", "C", "N", "H", "H", "H", "H", "H", "H", "H", "H"],
  "coordinates": [[-1.20, -3.19, -1.53], [-1.35, -4.26, -2.29], [0.46, 0.05, -0.12], [0.61, 1.46, 0.51], [-0.46, 1.80, 1.40], [0.46, -0.71, 0.60], [-0.67, 0.00, -0.33], [1.17, -0.36, -0.90], [1.44, 1.50, 1.18], [0.88, 2.38, -0.16], [-0.21, 2.57, 2.12], [-1.28, 2.14, 0.90], [0.14, -3.36, -1.37]]
}

*2*
{
  "formula": "C2H9NS",
  "method": "ωB97M-V/def2-TZVPD",
  "charge": 1,
  "spin_multiplicity": 2,
  "species": ["S", "H", "C", "N", "C", "H", "H", "H", "H", "H", "H", "H", "H"],
  "coordinates": [[-1.66, 1.04, 2.39], [-2.55, 0.19, 2.90], [-0.19, 0.67, -1.43], [1.06, 0.16, -0.96], [1.01, -1.03, -0.10], [-0.75, -0.19, -1.83], [-0.22, 1.39, -2.24], [-0.76, 1.09, -0.59], [1.72, -0.05, -1.71], [-0.70, 0.68, 3.25], [0.87, -1.91, -0.71], [1.97, -1.11, 0.40], [0.20, -0.92, 0.63]]
}

The structure with the greatest stability is *2*.

*1*
{
  "formula": "C9H14O",
  "method": "ωB97M-V/def2-TZVPD",
  "charge": -1,
  "spin_multiplicity": 2,
  "species": ["C", "C", "H", "H", "H", "H", "H", "H", "C", "C", "C", "C", "C", "C", "C", "O", "H", "H", "H", "H", "H", "H", "H", "H"],
  "coordinates": [[-1.97, -2.88, 0.36], [-2.65, -2.70, 1.72], [-1.11, -2.23, 0.16], [-1.68, -3.92, 0.25], [-2.61, -2.52, -0.47], [-3.59, -3.25, 1.62], [-2.87, -1.65, 1.95], [-2.04, -3.13, 2.52], [-0.78, 0.88, 0.95], [2.58, 1.89, -1.58], [2.14, 2.78, -0.65], [1.96, 0.63, -1.69], [1.00, 2.49, 0.19], [0.91, 0.27, -0.77], [0.44, 1.20, 0.12], [3.72, 2.16, -2.32], [4.06, 1.30, -2.60], [2.70, 3.71, -0.54], [2.32, -0.10, -2.42], [0.43, 3.32, 0.59], [0.49, -0.72, -0.89], [-1.62, 1.49, 0.64], [-0.66, 1.13, 2.02], [-1.17, -0.13, 0.85]]
}

*2*
{
  "formula": "C9H14O",
  "method": "ωB97M-V/def2-TZVPD",
  "charge": -1,
  "spin_multiplicity": 2,
  "species": ["C", "C", "C", "C", "C", "C", "C", "O", "H", "H", "H", "H", "H", "H", "H", "H", "C", "C", "H", "H", "H", "H", "H", "H"],
  "coordinates": [[0.33, -0.84, -2.80], [-1.78, -0.21, 0.86], [-1.18, -1.60, 0.70], [-1.89, 0.75, -0.03], [-0.58, -1.75, -0.53], [-1.24, 0.51, -1.25], [-0.60, -0.70, -1.43], [-2.47, -0.16, 2.09], [-1.82, -0.09, 2.77], [-1.11, -2.24, 1.59], [-2.53, 1.61, 0.19], [-0.15, -2.70, -0.95], [-1.21, 1.12, -2.01], [-0.21, -1.62, -3.49], [1.35, -1.26, -2.46], [0.49, 0.10, -3.33], [1.16, 1.37, 1.51], [2.52, 0.95, 0.96], [0.57, 1.91, 0.84], [0.48, 0.58, 1.73], [1.22, 1.85, 2.48], [3.23, 1.75, 0.90], [2.33, 0.41, 0.00], [3.09, 0.27, 1.64]]
}

The structure with the greatest stability is *1*.

*1*
{
  "formula": "C4H6OS",
  "method": "ωB97M-V/def2-TZVPD",
  "species": ["C", "C", "C", "C", "H", "H", "H", "H", "H", "H", "O", "S"],
  "coordinates": [[2.11, -0.44, -0.10], [1.10, 0.67, 0.15], [-0.23, 0.39, -0.08], [-2.75, -0.35, -0.03], [3.14, 0.28, -0.74], [2.01, -1.57, -0.84], [2.34, -0.48, 1.12], [1.22, 1.67, 0.47], [-0.90, 1.37, -0.20], [-3.60, -1.12, 0.27], [-3.27, 0.74, -0.09], [-1.16, -1.17, 0.05]]
}

*2*
{
  "formula": "C4H6OS",
  "method": "ωB97M-V/def2-TZVPD",
  "species": ["C", "C", "C", "C", "O", "S", "H", "H", "H", "H", "H", "H"],
  "coordinates": [[-1.61, -0.94, -0.34], [-1.96, 0.26, 0.42], [0.79, 0.41, -0.11], [2.22, 0.57, 0.07], [-1.75, 1.36, -0.02], [0.22, -1.13, 0.15], [-1.91, -1.96, -0.21], [-1.48, -0.87, -1.48], [-2.36, 0.16, 1.41], [2.70, -0.18, 0.52], [2.39, 1.63, 0.60], [2.74, 0.69, -1.01]]
}

*3*
{
  "formula": "C4H6OS",
  "method": "ωB97M-V/def2-TZVPD",
  "species": ["C", "C", "C", "C", "H", "H", "H", "H", "H", "H", "O", "S"],
  "coordinates": [[-1.99, -0.16, 0.53], [-0.82, -0.07, -0.47], [0.85, 1.33, 0.16], [1.58, 0.15, 0.32], [-1.67, -0.01, 1.55], [-2.42, -1.22, 0.36], [-2.75, 0.50, 0.20], [-1.21, -0.22, -1.49], [1.33, 2.32, 0.26], [2.59, 0.05, 0.75], [-0.38, 1.31, -0.38], [0.59, -1.21, -0.11]]
}

The structure with the greatest stability is *3*.

*1*
{
  "formula": "C4H6OS",
  "method": "ωB97M-V/def2-TZVPD",
  "species": ["C", "C", "C", "C", "H", "H", "H", "H", "H", "H", "O", "S"],
  "coordinates": [[-1.57, -0.73, -0.03], [-0.82, 0.53, -0.24], [0.41, 0.17, 0.41], [1.76, 0.39, 0.11], [-0.89, -1.56, -0.41], [-1.51, 1.50, 0.02], [-0.67, 0.65, -1.37], [0.39, -0.01, 1.54], [1.74, 0.85, -0.97], [2.58, 0.64, 0.77], [-2.76, -0.95, 0.22], [1.33, -1.47, -0.05]]
}

*2*
{
  "formula": "C4H6OS",
  "method": "ωB97M-V/def2-TZVPD",
  "species": ["C", "C", "C", "C", "O", "S", "H", "H", "H", "H", "H", "H"],
  "coordinates": [[1.35, 1.62, 0.13], [-0.63, -1.60, 0.30], [1.10, 0.33, 0.39], [-0.14, -0.39, 0.26], [-1.46, 0.82, 0.16], [-2.93, 0.31, 0.04], [2.26, 2.15, 0.25], [0.54, 2.51, 0.02], [-1.66, -1.79, 0.48], [-0.28, -2.59, 0.10], [1.87, -0.29, 0.62], [-3.18, 0.00, -1.36]]
}

The structure with the greatest stability is *1*.